No. 1
DFT (wB97M-V/def2-TZVPD) results for a 3-piece molecular cluster, C32H59ClF2NO10SSi overall at a distorted geometry.

```
107
Properties=species:S:1:pos:R:3:forces:R:3
C 2.869 0.057 0.771 0.14 0.56 -0.10
C 4.367 -0.303 0.476 -0.20 0.48 0.31
C 4.998 0.645 -0.623 0.15 -0.96 1.23
N 4.125 0.818 -1.820 1.46 -0.34 0.45
C 4.271 -0.407 -2.638 -1.27 -1.18 -1.12
C 2.869 -1.121 -2.954 1.11 -0.48 -0.24
C 2.507 -2.282 -1.952 -1.67 -0.21 -0.72
C 0.907 -2.404 -1.922 1.66 1.69 0.31
S 0.196 -3.249 -3.375 -3.92 -3.69 1.58
O -1.265 -3.220 -3.178 1.95 1.46 -0.50
O 0.584 -4.660 -3.455 1.46 2.20 -0.32
Cl 0.553 -2.283 -5.160 0.26 -0.11 0.79
C 4.622 2.045 -2.477 -0.67 0.59 -0.21
C 6.153 2.051 -2.865 3.39 -0.05 -1.71
O 6.761 3.131 -2.668 -1.45 0.07 0.78
O 6.791 1.060 -3.391 -2.71 0.34 1.08
C 3.669 2.584 -3.637 1.35 1.02 0.66
F 4.429 3.605 -4.256 -1.04 -1.01 0.23
F 3.424 1.648 -4.636 -0.21 0.70 0.96
C 2.382 3.319 -3.122 -0.25 -0.74 -1.16
C 1.282 2.396 -2.474 -0.46 0.57 0.05
Si 0.255 3.264 -1.086 0.18 -0.73 0.34
C 0.122 2.047 0.408 -0.33 -0.29 -0.38
C 1.079 4.835 -0.405 0.63 0.35 0.29
C -1.531 3.507 -1.709 -2.23 0.48 -0.23
C -2.577 3.661 -0.672 -0.45 0.12 -1.41
C -3.986 3.817 -0.967 1.77 -0.41 -1.59
C -4.389 3.807 -2.373 1.90 -0.07 1.13
C -3.372 3.684 -3.393 0.63 -0.20 0.67
C -1.939 3.528 -3.111 -1.91 0.29 2.45
H 2.794 1.181 0.754 0.00 -1.07 0.03
H 2.502 -0.271 1.776 0.41 0.10 -0.75
H 2.145 -0.310 0.001 0.72 0.26 0.53
H 4.937 -0.113 1.430 -0.38 -0.27 -0.90
H 4.524 -1.386 0.232 -0.25 0.84 0.11
H 5.226 1.612 -0.105 -0.47 -0.55 -0.72
H 5.996 0.191 -0.886 -0.80 0.64 -0.05
H 4.722 -0.223 -3.650 0.02 0.09 1.36
H 4.868 -1.190 -2.088 -0.26 0.92 -0.68
H 2.990 -1.606 -3.965 -0.13 0.54 0.95
H 2.037 -0.382 -3.078 0.76 -0.53 0.33
H 2.869 -3.285 -2.310 0.04 1.03 0.42
H 2.847 -2.123 -0.903 -0.23 -0.01 -0.88
H 0.532 -2.867 -0.974 -0.02 -0.32 -1.33
H 0.501 -1.354 -1.931 0.12 -1.07 -0.22
H 4.525 2.853 -1.694 0.19 -0.73 -0.88
H 2.733 4.165 -2.486 -0.19 -0.84 -0.33
H 1.910 3.788 -4.034 0.59 -0.34 0.83
H 0.528 2.129 -3.266 0.80 -0.03 0.65
H 1.659 1.449 -2.017 0.08 0.84 -0.46
H -0.917 2.005 0.823 0.91 0.13 -0.23
H 0.847 2.292 1.226 -0.60 -0.40 -0.70
H 0.323 1.025 -0.023 -0.05 0.90 0.70
H 0.759 5.025 0.659 0.09 -0.07 -1.12
H 0.937 5.753 -1.029 0.05 -0.73 0.58
H 2.193 4.649 -0.341 -1.05 0.14 -0.11
H -2.270 3.659 0.404 -0.26 0.00 -1.11
H -4.713 3.902 -0.125 0.61 -0.04 -0.97
H -5.473 3.894 -2.597 1.00 -0.07 -0.14
H -3.675 3.675 -4.462 0.12 0.04 0.90
H -1.176 3.421 -3.910 -0.84 0.11 0.54
C -4.036 -2.899 -2.451 -0.36 0.12 -0.03
O -5.045 -3.875 -2.654 0.18 -0.14 0.38
C -4.545 -5.181 -2.886 -0.33 0.11 0.03
C -5.336 -6.225 -2.109 0.10 -0.11 -0.15
O -5.178 -6.176 -0.694 -0.15 0.11 -0.01
C -5.753 -5.071 -0.002 0.07 -0.02 0.07
C -7.274 -5.012 -0.027 0.18 0.28 -0.22
O -7.754 -4.643 -1.312 -0.03 -0.45 -0.05
C -8.910 -5.348 -1.714 0.12 0.38 0.04
H -3.706 -2.499 -3.412 0.23 0.00 0.10
H -4.465 -2.088 -1.860 -0.12 -0.01 -0.08
H -3.184 -3.302 -1.901 -0.03 -0.01 -0.13
H -3.486 -5.258 -2.618 -0.01 0.07 0.03
H -4.643 -5.386 -3.958 0.11 -0.25 -0.03
H -4.956 -7.207 -2.408 0.11 0.04 0.11
H -6.390 -6.219 -2.385 -0.03 0.25 -0.01
H -5.312 -4.132 -0.337 -0.20 0.06 -0.17
H -5.446 -5.195 1.041 -0.05 -0.14 -0.03
H -7.614 -4.246 0.681 0.08 -0.11 0.23
H -7.677 -5.983 0.283 0.00 0.00 -0.06
H -8.842 -6.410 -1.459 -0.05 -0.04 0.05
H -8.995 -5.261 -2.797 0.01 0.07 0.01
H -9.801 -4.907 -1.256 -0.11 -0.18 0.02
C -1.067 1.637 7.022 0.20 -0.06 0.21
O 0.235 1.088 7.011 -0.21 0.19 -0.39
C 0.431 0.077 6.032 0.30 0.07 0.22
C 1.765 0.244 5.317 0.01 -0.15 -0.12
O 1.862 1.387 4.475 -0.03 0.03 0.21
C 1.915 2.666 5.103 0.02 0.07 -0.12
C 3.163 2.927 5.934 -0.30 -0.04 0.20
O 3.145 2.174 7.140 0.20 -0.30 -0.24
C 4.404 1.637 7.497 -0.26 0.22 0.16
H -1.724 1.033 7.656 -0.18 0.03 -0.09
H -1.004 2.643 7.440 0.02 -0.06 0.07
H -1.487 1.716 6.014 -0.01 -0.06 0.02
H -0.377 0.076 5.292 0.00 0.09 0.01
H 0.423 -0.888 6.550 0.03 -0.17 -0.19
H 1.884 -0.616 4.651 -0.10 0.08 -0.08
H 2.603 0.198 6.012 -0.12 0.12 0.20
H 1.008 2.854 5.677 0.10 -0.06 0.22
H 1.910 3.388 4.282 0.11 -0.10 -0.05
H 3.193 3.987 6.212 0.03 0.10 -0.25
H 4.050 2.694 5.335 -0.02 -0.04 0.03
H 4.929 1.233 6.628 0.07 0.03 -0.03
H 4.232 0.824 8.203 -0.04 0.05 0.04
H 5.016 2.403 7.985 0.18 -0.07 -0.07
```
Positions in Å, forces in eV/Å.

**Total energy**: -92772.25878 eV
**Net charge**: -1
**Orbital gap**: 5.66 eV

=====

No. 2
DFT (wB97M-V/def2-TZVPD) results for C19H25N3O5S2 as an isolated structure at a distorted geometry.

```
54
Properties=species:S:1:pos:R:3:forces:R:3
C -5.673 -2.841 0.496 8.86 2.38 -0.31
H -4.867 -3.488 0.939 -1.35 0.54 0.22
O -5.481 -1.482 0.976 -1.33 -2.76 -0.41
C -6.441 -0.654 0.381 -0.99 -3.42 -3.61
C -6.223 0.551 0.933 -4.44 10.76 7.30
N -4.915 1.019 1.014 3.32 -4.77 4.20
C -4.497 1.687 0.068 2.70 8.78 -12.04
O -5.155 2.419 -0.997 1.76 -4.15 5.99
C -2.943 1.803 -0.318 -1.22 -5.31 7.92
C -2.471 0.399 -0.894 -3.93 4.71 -1.77
N -1.134 0.510 -0.973 3.83 -1.64 1.86
S -0.405 0.018 0.343 5.86 -1.80 4.54
O -1.251 -0.807 1.235 0.28 2.33 -1.38
O 0.557 1.078 0.954 -3.56 -3.38 -2.18
C 0.722 -1.401 -0.254 -1.23 8.68 3.23
C 2.037 -1.476 -0.117 2.46 -1.45 -1.70
C 3.136 -0.638 0.143 -4.60 7.21 2.30
C 4.384 -0.738 -0.006 7.55 -2.53 -2.70
C 5.547 0.361 0.180 -7.37 -1.58 2.15
C 5.311 1.558 0.913 5.12 -5.96 -4.73
C 6.538 2.129 0.888 -6.72 12.97 4.90
C 7.510 1.453 0.725 12.91 -7.01 -2.97
S 7.106 -0.037 0.007 1.97 -1.34 -0.19
H 8.612 1.638 0.770 -1.34 0.33 -0.04
H 6.704 3.287 1.156 -0.56 -2.59 -0.25
H 4.486 1.984 1.050 -6.72 3.18 1.34
H 4.760 -1.810 -0.511 -0.67 2.83 1.56
H 2.744 0.600 0.478 0.95 -4.07 -0.81
O 2.354 -2.682 -0.641 4.42 1.12 1.58
N 1.339 -3.410 -0.896 -4.89 0.87 -0.37
C 0.294 -2.532 -0.655 -3.59 -9.84 -3.33
C -1.152 -3.125 -0.826 3.38 1.93 6.73
H -1.119 -4.133 -0.846 0.39 -3.31 -0.98
H -1.667 -2.968 0.196 0.55 0.23 -1.60
H -1.645 -2.658 -1.524 -2.83 2.20 -3.94
C -0.411 1.586 -1.707 -2.23 -11.04 -5.05
C -0.789 2.772 -1.371 -9.14 0.12 14.55
C -2.332 2.939 -0.804 0.60 2.00 -10.79
H -2.593 3.921 -0.594 -0.08 1.46 1.66
H -2.921 3.021 -1.959 1.03 -0.22 2.45
H -0.331 3.455 -1.703 5.43 10.19 -5.12
H -0.492 2.950 0.021 0.51 -0.71 -3.81
H 0.528 1.180 -1.666 3.03 0.22 -0.12
H -0.828 1.142 -2.759 1.11 1.82 1.19
H -2.972 -0.339 -0.368 0.06 -1.81 1.23
H -2.779 0.328 -1.905 -1.01 -0.07 -1.32
H -2.354 1.688 0.817 -1.55 -0.02 -2.01
H -4.077 0.375 1.505 -3.11 2.12 -1.34
H -6.822 1.591 0.495 1.43 -3.47 0.57
H -6.634 0.728 2.194 0.90 -1.26 -3.53
H -7.522 -0.872 0.479 0.56 -0.75 0.17
H -6.254 -0.494 -0.719 -0.01 -0.79 0.46
H -6.548 -3.196 0.402 -6.99 -2.40 0.91
H -5.387 -2.887 -0.553 0.47 0.48 -0.57
```
Positions in Å, forces in eV/Å.

**Total energy**: -56465.99986 eV
**Net charge**: 0
**Orbital gap**: 8.53 eV

=====

No. 3
DFT (wB97M-V/def2-TZVPD) results for a single C7H8F3N molecule at a distorted geometry.

```
19
Properties=species:S:1:pos:R:3:forces:R:3
C 1.639 -1.436 0.187 -1.22 -0.51 -0.79
C 1.140 -0.802 1.406 0.07 0.58 -0.03
C 1.381 -0.934 -1.018 0.44 0.52 -0.48
C 0.197 0.171 1.409 0.47 0.49 1.96
C 0.480 0.246 -1.254 1.55 2.80 4.06
C -0.495 0.649 0.175 1.37 -2.57 -3.26
C -1.761 -0.227 -0.006 -0.98 -0.79 0.57
N -0.794 2.034 0.179 0.04 -0.81 0.98
F -2.558 -0.167 1.101 0.45 0.16 -0.24
F -2.608 0.065 -1.031 0.90 0.55 0.12
F -1.454 -1.534 -0.173 0.15 0.62 0.09
H 2.065 -2.444 0.183 0.54 0.63 0.55
H 1.794 -1.117 2.220 -0.89 0.45 0.61
H 1.983 -1.338 -1.834 -0.64 0.02 -0.19
H -0.170 0.796 2.321 1.05 -1.50 -1.43
H 1.087 1.261 -1.438 -1.04 -2.15 0.26
H -0.174 0.141 -2.044 -1.41 -0.37 -1.74
H -0.017 2.519 -0.240 -0.74 0.62 -0.34
H -1.736 2.116 -0.144 -0.10 1.26 -0.71
```
Positions in Å, forces in eV/Å.

**Total energy**: -17029.60677 eV
**Structure (SMILES)**: N[C@]1(C(F)(F)F)C=CC=CC1
**Net charge**: 0
**Orbital gap**: 9.39 eV